Density functional theory data (wB97M-V/def2-TZVPD) for a 2-piece molecular cluster, C7H12BrF5N3OP2 overall in a non-equilibrium geometry.

Relative energy (zero: lowest compared OMol25 entry of this formula, charge and spin) in kJ/mol: 0.0
Largest force on an atom in hartree/bohr: 0.0233
Net charge: -1
Kohn-Sham gap in eV: 6.6

Last column: Löwdin charge in e.
Geometry (Å):
N  -2.924702  -0.950569  0.500397  -0.249
P  -1.973776  -0.550222  -0.957429  0.297
N  -0.446169  -0.993300  -0.105499  -0.183
P  -3.972552  0.020000  -2.021553  0.384
O  -4.644546  0.894880  -0.765464  -0.503
Br  -5.091089  -1.946420  -1.815163  0.072
C  -0.909096  -0.120573  -2.607599  -0.510
F  -1.705398  0.061506  -3.738107  -0.051
F  -0.069131  -1.168947  -2.939911  0.008
C  -0.026123  1.162640  -2.598412  -0.598
F  -0.755647  2.247088  -2.880996  0.130
F  0.581045  1.402017  -1.426191  0.112
F  0.959223  1.107653  -3.518031  0.122
H  -3.417157  -0.128634  0.835051  -0.014
H  -2.301687  -1.253746  1.239338  -0.006
H  -1.887394  0.866030  -0.606426  0.003
H  -2.101878  -1.882047  -1.475167  -0.011
H  0.379466  -0.929333  -0.689650  -0.008
H  -0.302363  -0.295233  0.622824  0.003
H  -5.015921  1.698327  -1.141931  0.006
N  1.855144  -0.438678  2.987202  0.059
C  2.232997  0.832348  3.089139  -0.160
C  3.424319  1.324137  2.575862  -0.081
C  4.271693  0.444467  1.922191  -0.090
C  3.890934  -0.882403  1.807758  -0.077
C  2.675555  -1.271282  2.352059  -0.155
H  1.540972  1.491349  3.602645  0.101
H  3.674375  2.371048  2.682102  0.096
H  5.208761  0.788475  1.502957  0.100
H  4.516018  -1.603807  1.299398  0.098
H  2.334125  -2.296770  2.268609  0.104

Cartesian forces (eV/Å) of the 6 atoms listed first:
0.26 0.22 -0.07
0.21 -0.70 0.95
-0.05 0.37 -0.01
-0.06 0.20 -0.24
0.05 0.21 0.10
-0.04 0.01 -0.08

=====

Density functional theory data (wB97M-V/def2-TZVPD) for a 2-piece molecular cluster, C7H12ClFN2O6S overall in a non-equilibrium geometry.

Relative energy (zero: lowest compared OMol25 entry of this formula, charge and spin) in kJ/mol: 172.6
Largest force on an atom in hartree/bohr: 0.0890
Net charge: 0
Kohn-Sham gap in eV: 6.7

Last column: Löwdin charge in e.
Geometry (Å):
C  -0.386684  -0.598425  -2.571118  -0.029
C  1.164365  -0.335748  -2.752189  -0.313
F  1.926847  -1.534938  -2.751019  -0.040
C  1.758324  0.699331  -1.716317  -0.039
N  1.348778  0.242150  -0.356299  -0.013
C  1.322999  -1.064941  0.202514  0.046
C  0.789804  -0.975130  1.573031  0.054
N  0.496928  0.383502  1.817778  0.149
C  0.847768  1.020259  0.652112  -0.269
S  0.515226  2.839450  0.677737  0.721
C  -1.149171  3.015165  -0.126686  -0.118
O  1.525906  3.588871  -0.076955  -0.322
O  0.371311  3.330447  2.056867  -0.313
H  -0.803193  -1.146752  -3.463581  0.099
H  -0.923067  0.390524  -2.422689  0.088
H  -0.629492  -1.215933  -1.660856  0.087
H  1.279506  0.110561  -3.788332  0.154
H  2.871320  0.838109  -1.803630  0.157
H  1.247117  1.689053  -1.913684  0.132
H  1.655816  -1.984741  -0.327421  0.149
H  0.630201  -1.851756  2.240054  0.112
H  0.083104  0.740285  2.682823  0.190
H  -1.645712  1.992554  -0.116387  0.081
H  -1.036164  3.295590  -1.205463  0.076
H  -1.806632  3.688117  0.480104  0.085
O  -0.891042  -3.135477  2.707997  -0.434
Cl  -2.297746  -3.434881  2.936323  0.632
O  -3.051487  -3.082852  1.753690  -0.388
O  -2.768434  -2.662628  4.061483  -0.377
O  -2.446498  -4.839768  3.210114  -0.357

Cartesian forces (eV/Å) of the 6 atoms listed first:
0.26 -0.21 0.46
-0.49 0.65 -0.88
-0.84 1.09 0.32
-0.83 -0.34 -0.83
-0.97 -0.52 3.67
-0.91 0.45 2.71

=====

Density functional theory data (wB97M-V/def2-TZVPD) for an isolated ion of composition C7H12ClFN3O and charge +1 in a non-equilibrium geometry.

Relative energy (zero: lowest compared OMol25 entry of this formula, charge and spin) in kJ/mol: 0.0
Largest force on an atom in hartree/bohr: 0.0808
Net charge: +1
Kohn-Sham gap in eV: 8.3

Last column: Löwdin charge in e.
Geometry (Å):
C  0.611903  -0.368365  1.934467  -0.066
C  -1.167953  -1.820150  -0.282575  -0.487
C  1.142222  0.268409  -0.530103  -0.165
C  1.630964  0.118890  0.917063  -0.242
C  -1.284285  -0.585253  0.590078  -0.308
C  -0.248073  0.836879  -0.648915  -0.632
C  -0.903287  0.824130  -1.992076  -0.095
N  -0.612970  -0.585817  1.774535  0.176
N  -2.320611  -2.209382  -0.836882  0.221
N  2.084684  1.469022  1.392792  0.182
O  -0.084264  -2.330472  -0.472606  0.073
F  -2.537879  -0.103995  0.695501  0.079
Cl  -0.495777  2.376338  0.216951  0.773
H  0.989356  -0.497439  2.943473  0.133
H  1.854974  0.869007  -1.104926  0.136
H  1.125388  -0.735377  -0.969877  0.118
H  2.480548  -0.572133  0.936540  0.168
H  -1.988083  0.838365  -1.900732  0.091
H  -0.599554  -0.063177  -2.544240  0.098
H  -0.612037  1.710865  -2.561863  0.092
H  -3.201599  -1.784494  -0.601003  0.120
H  -2.326540  -3.043750  -1.400219  0.135
H  2.322043  1.477591  2.389117  0.172
H  1.253240  2.105521  1.203058  0.051
H  2.887594  1.804787  0.852442  0.176

Cartesian forces (eV/Å) of the 6 atoms listed first:
0.02 0.07 -0.23
-0.27 0.19 0.26
-0.07 0.23 0.02
-0.25 -0.62 -0.58
1.60 2.62 -2.80
-1.64 -2.61 1.80

=====

Density functional theory data (wB97M-V/def2-TZVPD) for an isolated ion of composition C7H12ClN2O2 and charge +1 in a non-equilibrium geometry.

Relative energy (zero: lowest compared OMol25 entry of this formula, charge and spin) in kJ/mol: 82.0
Largest force on an atom in hartree/bohr: 0.0965
Net charge: +1
Kohn-Sham gap in eV: 9.1

Last column: Löwdin charge in e.
Geometry (Å):
C  0.316655  -0.614061  -1.798346  -0.035
C  -0.109721  -0.344670  -0.383100  -0.489
N  -1.330444  -1.117647  -0.226913  -0.113
O  -2.303415  -0.904278  0.748296  0.077
N  -1.677709  -1.851898  -1.130912  0.098
O  -2.923558  -2.262196  -1.207933  0.128
C  0.909225  -0.736192  0.717380  -0.066
C  1.962073  0.396601  0.831649  -0.176
C  1.460799  1.711059  1.322577  -0.153
C  0.092528  1.950289  0.709143  -0.022
C  -0.531877  1.029000  -0.071746  -0.535
Cl  -1.880643  1.629028  -1.142465  0.694
H  -0.291797  -0.289520  -2.674129  0.100
H  0.401806  -1.783713  -2.035280  0.148
H  1.339502  -0.285518  -2.023065  0.103
H  -2.227775  0.067093  1.104769  0.183
H  -3.603631  -1.743648  -0.653075  0.185
H  1.602023  -1.594621  0.549864  0.148
H  0.328920  -1.004066  1.585608  0.124
H  2.484027  0.428843  -0.024062  0.077
H  2.718751  0.038026  1.585184  0.147
H  1.478029  1.745140  2.438286  0.141
H  2.072346  2.583317  1.136600  0.126
H  -0.286115  2.953633  0.641668  0.112

Cartesian forces (eV/Å) of the 6 atoms listed first:
1.74 -2.76 -2.77
1.58 -0.45 0.44
-3.08 -0.17 1.68
1.02 2.06 0.54
-1.69 -1.33 -1.45
-0.48 0.47 0.60

=====

> Among the records above, which one has the lowest Kohn-Sham gap?

C7H12BrF5N3OP2